{
  "formula": "C8H13CoNO",
  "method": "ωB97M-V with the def2-TZVPD basis set",
  "total_energy_ev": -49660.90617,
  "s2": 3.7941,
  "e_above_lowest_kj_mol": 76.9,
  "orbital_gap_ev": [3.56, 4.44],
  "spin_multiplicity": 4,
  "charge": -2,
  "species": ["C", "C", "C", "C", "C", "Co", "N", "C", "C", "H", "H", "H", "H", "H", "H", "H", "H", "H", "H", "C", "O", "H", "H", "H"],
  "coordinates": [[-0.670, 0.351, -1.616], [0.678, 0.782, -1.494], [0.839, 1.672, -0.390], [-0.367, 2.091, 0.103], [-1.596, 1.438, -0.348], [0.097, -0.771, -0.289], [-2.505, 1.260, 0.677], [0.470, -2.441, -0.891], [1.743, -1.837, -0.866], [1.811, 1.968, -0.041], [1.502, 0.456, -2.134], [-0.509, 2.896, 0.807], [-2.150, 1.819, -1.236], [-1.153, 0.110, -2.573], [2.193, -1.581, -1.850], [0.114, -3.011, 0.006], [-2.667, 0.287, 0.820], [2.377, -1.963, -0.002], [-0.064, -2.637, -1.807], [-0.035, -0.160, 2.663], [0.371, -0.449, 1.387], [0.750, -0.491, 3.368], [-0.974, -0.708, 2.878], [-0.257, 0.919, 2.828]],
  "mulliken_spin": [0.057, 0.271, -0.181, 0.234, 0.122, 2.160, 0.017, -0.163, 0.239, -0.017, 0.048, 0.037, 0.030, -0.040, -0.038, 0.077, -0.014, -0.030, 0.077, 0.078, 0.043, 0.019, -0.017, -0.007]
}